No. 1
23
Properties=species:S:1:pos:R:3:forces:R:3:lowdin_charge:R:1 method="wB97M-V/def2-TZVPD" homo_ev=-9.03 smiles=Cc1ccccc1.CC orbital_gap_ha=0.3681 e_above_lowest_ev=0.2602 total_charge=0
C -1.479 -1.341 0.774 -0.6 0.4 0.0 -0.06
C -0.143 -1.765 0.244 0.4 -0.1 0.0 -0.28
C 0.081 -1.947 -1.117 0.2 -0.4 0.2 -0.06
C 1.359 -2.241 -1.589 -0.2 -0.1 0.0 -0.09
C 2.418 -2.378 -0.710 0.1 0.2 0.4 -0.10
C 2.204 -2.258 0.664 -0.2 -0.1 -0.5 -0.09
C 0.932 -1.957 1.119 -0.3 0.4 0.0 -0.06
H -2.134 -0.997 -0.024 0.0 -0.1 -0.2 0.07
H -1.397 -0.477 1.437 0.2 -0.1 0.1 0.07
H -2.046 -2.100 1.321 0.3 -0.2 0.0 0.08
H -0.748 -1.945 -1.810 -0.1 0.3 -0.1 0.11
H 1.501 -2.402 -2.649 0.1 0.1 -0.1 0.10
H 3.430 -2.524 -1.060 0.0 -0.2 -0.2 0.10
H 3.031 -2.417 1.340 0.0 0.1 0.2 0.10
H 0.737 -1.780 2.169 0.2 -0.2 0.2 0.11
C -0.801 2.807 0.030 0.8 0.7 0.1 -0.17
C -1.177 4.284 -0.133 0.2 0.2 0.6 -0.18
H -1.082 2.562 1.052 -0.1 -0.5 0.0 0.06
H -1.185 2.088 -0.685 -0.5 0.1 -0.1 0.05
H 0.286 2.717 -0.039 0.0 -0.1 0.1 0.06
H -0.870 4.794 -1.046 -0.1 -0.4 -0.2 0.06
H -0.679 4.836 0.683 -0.1 -0.1 -0.3 0.07
H -2.239 4.442 0.031 -0.2 0.0 -0.2 0.05

No. 2
23
Properties=species:S:1:pos:R:3:forces:R:3:lowdin_charge:R:1 method="wB97M-V/def2-TZVPD" homo_ev=-8.78 smiles=Cc1ccccc1.CC orbital_gap_ha=0.3587 e_above_lowest_ev=1.9842 total_charge=0
C -1.970 0.800 1.391 -0.1 0.7 1.3 -0.08
C -1.557 0.604 -0.064 0.9 0.1 -0.2 -0.28
C -0.950 1.712 -0.719 -0.6 -1.3 -1.4 -0.04
C -0.578 1.657 -2.101 -3.2 -3.1 2.5 -0.04
C -1.042 0.484 -2.715 0.3 0.1 -0.7 -0.12
C -1.579 -0.662 -2.149 0.6 1.2 2.4 -0.09
C -1.841 -0.589 -0.776 1.0 0.4 -0.2 -0.05
H -1.714 1.882 1.732 -0.8 -1.7 -0.7 0.09
H -1.529 0.171 2.269 -0.5 0.6 -2.1 0.10
H -3.073 0.620 1.368 0.7 0.4 0.7 0.08
H -1.102 2.650 -0.244 0.8 0.8 0.6 0.09
H -0.353 2.463 -2.705 0.8 1.7 -0.8 0.07
H -1.187 0.406 -3.753 0.9 0.5 -1.7 0.08
H -1.651 -1.559 -2.735 -0.6 -0.1 -0.1 0.10
H -2.201 -1.468 -0.284 -0.4 -0.2 0.5 0.10
C 2.267 -1.072 2.108 3.5 0.0 -0.5 -0.15
C 3.273 -1.162 0.872 -2.4 -4.1 -0.9 -0.17
H 1.331 -0.887 1.622 -0.8 0.3 0.7 0.03
H 2.358 -2.037 2.640 -0.6 0.6 -0.1 0.06
H 2.737 -0.251 2.745 -1.5 -1.0 -0.5 0.08
H 3.930 -2.098 0.821 -0.5 1.5 0.7 0.08
H 3.802 -0.297 0.726 1.4 2.0 -0.4 0.01
H 2.631 -1.369 -0.050 0.8 0.6 0.9 0.07

No. 3
27
Properties=species:S:1:pos:R:3:forces:R:3:lowdin_spin:R:1 method="wB97M-V/def2-TZVPD" homo_ev="-2.64 / -7.72" spin_multiplicity=3 s_squared=2.02 orbital_gap_ha="0.1135 / 0.2753" e_above_lowest_ev=4.4592 total_charge=0
C 0.984 -0.793 -2.879 -2.4 -1.1 -2.6 0.12
C -0.530 -0.708 -3.307 0.1 3.5 0.5 0.09
C -0.929 0.618 -2.786 -0.9 2.1 -2.3 0.03
C 0.215 1.291 -2.213 -1.5 -0.1 -1.0 0.30
C 1.300 0.267 -2.097 0.3 4.3 -1.2 0.07
Au -0.695 -0.674 -1.236 -3.0 -3.5 3.7 0.46
P -0.447 -2.889 -0.557 -1.4 -2.4 0.0 0.40
H 1.455 -1.671 -3.252 1.0 -0.4 0.6 0.01
H -1.396 -1.075 -3.882 1.6 -1.2 -0.1 0.01
H -1.991 1.113 -2.821 2.4 -1.1 -0.5 0.00
H 2.084 0.659 -1.470 1.0 -1.1 -0.4 0.01
H 0.059 2.407 -2.154 1.2 -1.4 0.9 0.02
H 0.851 -3.394 0.055 0.2 -0.2 0.4 0.21
H -0.575 -3.960 -1.580 -0.1 1.2 1.0 0.03
H -1.426 -3.363 0.451 1.2 0.3 -1.0 0.03
C 0.057 2.432 3.383 -0.1 0.1 -0.2 0.00
N 0.044 1.212 2.518 0.2 0.7 0.7 0.01
C 0.410 -0.056 2.912 -0.1 0.7 -0.3 0.01
C 0.236 -0.790 1.774 -0.1 -0.1 1.1 0.04
N -0.285 -0.098 0.717 1.2 2.4 3.1 0.08
C -0.297 1.139 1.204 -0.3 0.1 1.2 0.04
H -0.705 2.428 4.193 0.3 -0.4 -0.8 0.00
H 1.028 2.593 3.895 -0.4 -0.4 -0.6 0.00
H -0.138 3.308 2.745 0.1 -0.4 0.2 0.00
H 0.782 -0.247 3.933 -0.3 -0.1 -1.0 0.00
H 0.490 -1.779 1.711 0.4 -2.4 -0.4 0.02
H -0.583 2.031 0.743 -0.5 0.9 -1.1 0.00

No. 4
33
Properties=species:S:1:pos:R:3:forces:R:3:lowdin_charge:R:1 method="wB97M-V/def2-TZVPD" homo_ev=-13.70 smiles="O=C(O)CC[C@@H]1C=[NH+]C[C@@]1(COC(F)(F)F)B(O)O" orbital_gap_ha=0.3311 total_charge=+1
O 0.162 -1.653 4.165 0.5 0.2 1.0 0.16
C -0.348 -1.778 3.105 -0.6 0.0 -0.7 -0.54
O -0.017 -2.753 2.232 0.3 0.1 -0.4 0.11
C -1.456 -0.876 2.596 0.0 0.1 0.0 -0.07
C -1.506 -0.664 1.073 -0.2 0.2 0.3 -0.11
C -0.786 0.622 0.626 0.4 0.1 -0.1 -0.18
C -1.630 1.826 0.490 0.0 -0.1 0.4 0.07
N -1.306 2.565 -0.498 0.0 0.0 -0.1 0.15
C -0.367 1.913 -1.432 -0.2 -0.2 -0.4 -0.04
C 0.132 0.654 -0.680 -0.3 0.3 0.2 -0.17
C -0.002 -0.564 -1.620 -0.1 -0.1 0.0 -0.07
O 1.232 -1.287 -1.698 0.2 0.0 0.0 0.05
C 1.886 -1.224 -2.887 0.1 0.0 0.0 -0.70
F 3.111 -1.690 -2.715 -0.4 0.1 -0.1 0.22
F 1.950 0.048 -3.336 0.1 -0.1 0.0 0.17
F 1.259 -1.934 -3.830 0.1 0.0 0.1 0.19
B 1.659 0.777 -0.132 0.2 -0.1 -0.3 -0.63
O 2.124 -0.121 0.772 -0.1 -0.1 -0.2 0.23
O 2.506 1.768 -0.536 -0.1 0.0 0.6 0.21
H 0.785 -3.188 2.566 -0.2 -0.2 0.2 0.14
H -2.406 -1.291 2.936 0.1 -0.1 0.1 0.14
H -1.313 0.060 3.142 -0.2 0.0 0.0 0.13
H -2.554 -0.623 0.771 0.1 -0.1 -0.2 0.13
H -1.042 -1.520 0.593 -0.1 0.0 0.0 0.10
H -0.147 0.930 1.473 0.0 -0.2 0.0 0.17
H -2.409 2.110 1.192 0.1 0.1 -0.1 0.18
H -1.718 3.476 -0.673 -0.1 -0.1 -0.1 0.19
H -0.980 1.638 -2.296 0.1 0.1 0.0 0.14
H 0.389 2.597 -1.819 0.1 0.1 0.4 0.14
H -0.743 -1.280 -1.270 0.0 0.0 0.0 0.13
H -0.311 -0.255 -2.618 0.1 0.0 0.0 0.14
H 1.650 -0.960 0.792 0.1 0.0 0.1 0.11
H 2.198 2.676 -0.485 0.1 0.0 -0.3 0.11

No. 5
28
Properties=species:S:1:pos:R:3:forces:R:3:lowdin_charge:R:1 method="wB97M-V/def2-TZVPD" homo_ev="-1.36 / -1.28" orbital_gap_ha="0.1459 / 0.1432" e_above_lowest_ev=2.2971 total_charge=-1
C 3.218 0.056 -0.081 -3.7 4.7 0.8 -0.14
C 3.971 0.187 1.061 0.0 0.0 0.4 -0.28
C 3.573 1.304 1.849 0.0 0.0 -0.1 -0.23
C 2.495 1.980 1.204 0.1 0.1 0.3 -0.29
C 2.128 1.379 0.026 4.2 -4.4 0.0 -0.18
Be -0.256 -1.629 -0.896 2.1 -2.0 -1.1 -0.47
P 0.866 -2.935 -2.034 -0.1 0.4 0.5 0.61
H 3.193 -0.630 -0.879 0.2 -0.8 -0.7 -0.01
H 4.773 -0.506 1.326 -0.1 0.2 0.1 0.06
H 4.023 1.598 2.800 -0.1 -0.1 -0.3 0.04
H 1.393 1.572 -0.702 -0.8 0.4 -0.6 0.00
H 2.005 2.875 1.591 0.1 -0.1 0.1 0.06
H 0.698 -4.317 -1.680 0.1 0.3 -0.4 -0.13
H 2.296 -2.773 -2.005 0.3 -0.4 -0.6 -0.15
H 0.572 -2.934 -3.441 0.5 -0.2 0.9 -0.12
C -2.600 1.168 1.816 0.0 0.0 -0.1 -0.03
N -2.710 0.563 0.493 -0.2 0.3 0.4 -0.13
C -3.749 0.729 -0.405 -0.3 0.2 0.0 -0.07
C -3.457 -0.002 -1.503 0.0 0.2 0.4 -0.10
N -2.245 -0.608 -1.262 -1.8 1.9 1.2 0.02
C -1.783 -0.260 -0.017 -0.3 -0.2 -0.2 -0.69
S -0.322 -0.733 0.811 -0.9 0.2 -0.7 0.75
H -2.592 0.393 2.592 0.0 0.1 -0.2 0.09
H -1.671 1.745 1.893 -0.2 -0.1 -0.1 0.10
H -3.461 1.825 1.957 0.1 -0.1 0.0 0.09
H -4.597 1.351 -0.163 0.0 0.0 0.0 0.11
H -3.988 -0.156 -2.428 0.0 0.0 0.1 0.11
H -1.772 -1.244 -1.923 0.8 -0.7 -0.2 0.01

No. 6
31
Properties=species:S:1:pos:R:3:forces:R:3:lowdin_charge:R:1 method="wB97M-V/def2-TZVPD" homo_ev=-6.71 orbital_gap_ha=0.1780 e_above_lowest_ev=0.0000 total_charge=0
C 2.957 -0.797 0.828 -1.1 0.1 -0.1 -0.18
C 2.820 -0.824 -0.723 0.2 -0.4 0.5 -0.23
C 1.738 0.074 -1.346 1.4 1.7 1.0 -0.34
C 2.105 1.568 -1.056 -0.1 -0.6 -0.2 -0.13
N 0.378 -0.202 -0.767 1.0 0.1 -0.8 -0.06
N -0.002 0.679 0.135 -0.7 -1.0 -0.6 0.17
C -1.188 0.438 0.655 -0.6 1.0 1.5 -0.27
C -1.596 1.408 1.727 0.6 0.3 0.1 -0.04
C -2.062 -0.604 0.307 -0.6 -0.1 -1.3 -0.16
P -3.738 -0.782 1.116 -0.3 -1.1 1.5 0.89
O -4.576 -1.603 -0.044 0.4 1.2 0.3 -0.26
O -4.449 0.696 1.125 0.4 -0.6 -0.8 -0.26
C -1.601 -1.493 -0.649 0.4 1.1 0.9 -0.33
F -2.299 -2.531 -1.061 0.2 0.0 -0.1 0.06
C -0.321 -1.249 -1.156 -0.2 -1.5 -0.8 -0.52
I 0.379 -2.654 -2.572 -0.1 0.5 0.3 1.09
H 2.253 -0.066 1.334 0.9 -1.3 -0.8 -0.14
H 2.781 -1.781 1.273 0.1 -0.1 -0.2 0.06
H 3.956 -0.470 1.093 0.0 0.0 0.2 0.06
H 3.758 -0.451 -1.134 -0.1 0.0 -0.3 0.11
H 2.755 -1.871 -1.022 -0.2 0.1 -0.3 0.04
H 1.722 0.039 -2.433 -0.5 -0.8 0.0 0.11
H 2.991 1.752 -1.671 0.1 0.0 0.1 0.08
H 1.304 2.174 -1.491 0.1 0.2 0.3 0.07
H 2.298 1.802 0.059 -0.4 -0.3 -2.1 -0.15
H -0.705 1.848 2.181 0.2 -0.1 -0.2 0.03
H -2.157 2.235 1.296 -0.3 -0.1 0.1 0.10
H -2.151 0.922 2.529 -0.3 0.0 -0.2 0.07
H -4.670 -1.001 -0.797 -0.2 -0.5 -0.5 0.06
H -4.837 0.874 0.257 -0.1 0.5 0.1 0.06
Br 2.158 1.868 2.010 -0.3 1.7 2.5 -0.01